The following is a quantum chemistry calculation of a single C5H8N2 molecule, from OMol25.

CARTESIAN COORDINATES (ANGSTROEM)
C 1.775675 -1.307196 0.774557
C 0.666301 -0.313656 0.584654
C -0.553174 -0.324670 1.214472
N -1.391610 0.520067 0.523063
C -0.740165 1.018175 -0.564553
N -1.558705 1.494552 -1.617186
C 0.565205 0.597165 -0.512424
H 2.626147 -1.076128 0.126618
H 2.135454 -1.374424 1.804843
H 1.418898 -2.301718 0.477562
H -0.927351 -0.922590 2.032985
H -2.353912 0.731402 0.729316
H -0.970328 1.777354 -2.392262
H -2.030560 0.652365 -1.944660
H 1.338126 0.829302 -1.236984

Force components x, y, z for each atom (eV/Å):
C 0.1210 -0.0279 0.0695
C -0.0952 -0.0627 0.0538
C 0.1078 -0.1172 0.0817
N -0.0542 -0.0177 -0.1448
C -0.0202 -0.3107 0.0946
N 0.1730 0.0529 -0.1162
C -0.0502 -0.1768 -0.1621
H -0.0784 0.0558 0.1500
H -0.0356 0.0430 -0.0875
H 0.1271 0.1356 0.1078
H 0.1451 0.1548 0.0016
H 0.1111 -0.1097 0.0149
H -0.0453 0.2430 0.0583
H -0.2190 0.3303 -0.1740
H -0.1870 -0.1926 0.0523

## Properties
SMILES: Cc1c[nH]c(N)c1
HOMO: -7.5018 eV
largest force on an atom: 0.4 eV/Å
E_LUMO: 1.02 eV
relative energy (zero: lowest compared OMol25 entry of this formula, charge and spin): 11.5 kcal per mole
orbital gap: 8.5 eV

***

The following is a quantum chemistry calculation of a single C5H8N2 molecule at a distorted geometry, from OMol25.

CARTESIAN COORDINATES (ANGSTROEM)
C 0.184437 1.026266 -0.565320
C 0.806738 -0.553442 1.107713
N 0.482056 -1.809733 1.116391
C -1.132774 0.867514 0.101351
C -2.131525 0.144961 -0.385535
N 2.597748 0.162552 -0.327102
C 1.383704 0.099103 0.008508
H 0.060671 -2.211943 1.942691
H 0.642773 -2.455158 0.343447
H 2.808042 0.820216 -1.075737
H 0.126389 0.764558 -1.625768
H 0.553249 2.052054 -0.472286
H -1.232893 1.355975 1.062613
H -3.077559 0.061957 0.125741
H -2.071056 -0.324882 -1.356705

Force components x, y, z for each atom (eV/Å):
C 1.5114 -0.5676 -0.3736
C 0.1264 -1.0303 1.5198
N 0.1582 0.1524 -0.2311
C -0.1738 -0.1119 0.1728
C -0.1138 0.3163 -0.1274
N 0.7468 -0.4540 -0.1295
C -1.7378 1.6301 -0.9064
H 0.0174 0.0367 -0.1050
H 0.0013 0.0944 0.0418
H -0.3396 0.0716 0.1022
H -0.0872 0.1255 0.0035
H -0.0541 -0.0796 -0.0484
H -0.0968 -0.0088 0.0366
H -0.0708 -0.0315 0.1413
H 0.1123 -0.1435 -0.0966

## Properties
HOMO: -8.1479 eV
largest force on an atom: 2.5 eV/Å
E_LUMO: 0.84 eV
relative energy (zero: lowest compared OMol25 entry of this formula, charge and spin): 75.6 kcal per mole
orbital gap: 9.0 eV

***

The following is a quantum chemistry calculation of a single C5H8N2 molecule at a distorted geometry, from OMol25.

CARTESIAN COORDINATES (ANGSTROEM)
C -1.903180 -1.272953 0.008796
C -0.908310 -0.487262 0.866899
C 0.305850 0.019499 0.153149
C 0.373763 0.939894 -0.850168
N 1.651206 1.478012 -0.787580
C 2.290191 0.770390 0.205492
N 1.569838 -0.190970 0.694079
H -2.559203 -1.878703 0.633817
H -2.507455 -0.617518 -0.620121
H -1.399742 -1.964448 -0.669394
H -0.548573 -1.148191 1.657400
H -1.425985 0.329556 1.373021
H -0.491554 1.365355 -1.330997
H 2.187932 1.769650 -1.590756
H 3.365222 0.887690 0.256363

Force components x, y, z for each atom (eV/Å):
C 0.0313 -0.0342 -0.2565
C 0.0100 -0.9778 -0.1508
C 0.0570 0.2379 0.0657
C -0.4769 0.0127 0.7796
N -0.2660 -0.4346 0.0099
C 0.9014 -0.6898 -1.8256
N -0.4611 0.9600 1.0912
H -0.1509 0.1640 0.0054
H -0.0868 0.0109 0.0672
H 0.1498 0.0300 0.0925
H 0.0658 0.0576 0.0104
H 0.0889 0.1074 -0.0626
H 0.3563 0.2271 -0.4341
H -0.1652 0.4425 0.1303
H -0.0536 -0.1137 0.4775

## Properties
SMILES: CCc1c[nH]cn1
HOMO: -8.6950 eV
largest force on an atom: 2.1 eV/Å
E_LUMO: 0.97 eV
relative energy (zero: lowest compared OMol25 entry of this formula, charge and spin): 10.6 kcal per mole
orbital gap: 9.7 eV

***

The following is a quantum chemistry calculation of a single C5H8N2 molecule, from OMol25.

CARTESIAN COORDINATES (ANGSTROEM)
C -1.129599 1.247347 0.791133
N -0.538883 0.177573 0.025153
C -1.169083 -1.021796 -0.249342
C -0.234444 -1.895827 -0.726381
C 1.025123 -1.220692 -0.728410
C 0.797228 0.049622 -0.254906
N 1.656550 1.157793 -0.138966
H -0.622658 2.189960 0.570006
H -2.180877 1.356330 0.514913
H -1.066781 1.043978 1.867483
H -2.231852 -1.123359 -0.075533
H -0.427442 -2.908879 -1.052980
H 1.977653 -1.604204 -1.072547
H 1.519956 1.683893 0.715650
H 2.625110 0.868261 -0.185273

Force components x, y, z for each atom (eV/Å):
C -0.0572 0.1469 0.0165
N 0.1599 -0.0950 -0.0041
C -0.0185 -0.0553 0.0159
C -0.0481 0.0144 -0.0220
C 0.0430 0.0742 -0.0514
C -0.1292 -0.0848 -0.0082
N 0.0553 -0.0847 0.1283
H -0.1079 -0.1070 0.0061
H 0.1317 -0.0182 0.0392
H -0.0141 0.0908 -0.1225
H 0.1817 -0.0383 -0.0218
H 0.0453 0.1576 0.0391
H -0.1720 0.0518 0.0683
H 0.0349 -0.0919 -0.0240
H -0.1048 0.0394 -0.0594

## Properties
SMILES: Cn1cccc1N
HOMO: -7.3482 eV
largest force on an atom: 0.2 eV/Å
E_LUMO: 0.93 eV
relative energy (zero: lowest compared OMol25 entry of this formula, charge and spin): 9.3 kcal per mole
orbital gap: 8.3 eV